a) 9 unconnected molecules or ions with the total composition C32H52N9O7, computed with wB97M-V/def2-TZVPD.

Values from the calculation:
Charge = +1
Orbital gap = 3.6 eV
E_HOMO = -9.5 eV

Geometry as XYZ:
```
100
C32H52N9O7 | the Open Molecules 2025 dataset | wB97M-V/def2-TZVPD
O 1.66 3.74 0.80
O -0.71 -2.75 -0.87
O -2.10 -1.76 1.83
O 3.36 -2.39 2.09
O 3.22 -4.38 1.40
O -2.88 -3.74 2.17
O -1.30 -1.20 -2.15
N 1.78 2.66 0.08
N -1.28 -0.91 -6.82
N -4.26 2.06 -0.50
N -1.95 -3.00 1.97
N -5.97 2.81 2.27
N 3.61 -3.51 2.18
N -1.65 0.93 7.62
N 6.64 -2.70 -2.08
N -1.51 -2.22 -1.61
C -1.24 -0.90 -5.36
C 1.42 2.80 -1.30
C -0.49 1.49 7.59
C -0.14 1.70 6.14
C -5.94 1.49 2.52
C 0.14 -1.25 -4.96
C -2.95 -2.89 -1.66
C 1.64 0.30 -1.60
C 5.66 -2.79 -1.06
C -2.14 0.51 6.33
C -0.67 -3.67 2.00
C 4.64 -2.96 -3.31
C 2.77 1.48 1.93
C -3.39 1.02 -0.88
C 1.84 1.32 0.78
C -4.73 3.34 2.25
C -1.16 1.01 5.32
C 0.83 -1.82 -6.20
C -3.40 2.75 -2.62
C 2.32 0.26 -0.29
C -4.27 3.12 -1.40
C 0.48 0.96 1.20
C 6.21 -2.82 -3.37
C -3.66 2.35 2.63
C 1.95 1.66 -2.26
C -4.64 1.09 2.74
C 4.31 -2.72 -1.81
C -2.88 1.38 -2.29
C -0.06 -1.46 -7.42
C -0.12 3.02 -1.52
C 1.95 4.13 -1.92
C 4.35 -4.02 3.39
H -3.69 -2.56 -2.22
H 1.99 -0.40 -2.40
H 2.33 2.10 2.64
H -3.07 3.49 -3.56
H 3.33 -2.62 -1.60
H -0.52 2.32 -0.91
H 7.71 -2.57 -1.86
H 3.01 1.77 -2.31
H 0.10 -3.07 1.63
H -4.45 0.03 3.03
H -0.22 0.89 0.41
H -2.47 0.77 -3.16
H 6.81 -2.96 -4.24
H -0.04 -1.58 -8.40
H 2.90 0.37 2.39
H 2.93 4.12 -1.78
H 0.73 2.48 5.88
H 0.16 1.83 8.38
H 1.47 1.54 -3.33
H -6.79 0.94 2.54
H -1.20 0.98 4.19
H 5.89 -2.76 0.02
H -4.34 2.10 0.42
H 1.48 4.39 -2.79
H 3.37 0.27 -0.33
H -2.31 0.61 8.55
H -4.86 3.92 -1.25
H -2.84 -3.85 -1.69
H 1.38 4.84 -1.36
H -0.63 -4.01 3.02
H -3.30 0.23 -0.28
H -0.82 -4.30 1.24
H -0.68 3.87 -1.06
H 4.38 -3.35 4.21
H 3.89 1.92 1.74
H -0.48 3.09 -2.47
H 3.84 -4.89 3.56
H -7.01 3.11 2.13
H -2.12 -0.71 -7.43
H -3.36 -2.58 -0.64
H -3.23 -0.03 6.36
H 0.53 -1.42 -3.87
H 0.53 0.32 -1.60
H -2.16 -0.69 -4.92
H -2.63 2.72 2.54
H 5.35 -4.45 3.09
H -4.56 4.35 2.09
H 0.11 1.66 1.98
H 0.47 -0.21 1.53
H 3.87 -2.85 -4.05
H 2.20 -0.50 0.24
H 1.69 -2.11 -6.30
```


b) 9 unconnected molecules or ions with the total composition C32H52N9O7, computed with wB97M-V/def2-TZVPD.

Values from the calculation:
Charge = +1
Orbital gap = 4.4 eV
E_HOMO = -9.7 eV

Geometry as XYZ:
```
100
C32H52N9O7 | the Open Molecules 2025 dataset | wB97M-V/def2-TZVPD
O -38.44 29.93 0.54
O -40.17 30.26 -3.12
O -38.53 29.81 -4.55
O -37.48 31.76 0.11
O -38.10 34.07 -4.83
O -39.76 34.34 -3.49
O -43.88 30.07 -0.25
N -39.28 29.57 -3.53
N -37.47 30.72 0.59
N -40.74 27.30 4.96
N -38.65 33.93 -3.72
N -45.40 32.43 6.23
N -50.87 32.68 -0.34
N -46.12 28.93 -3.54
N -46.30 34.71 4.48
N -44.03 31.27 0.07
C -43.97 27.97 -3.05
C -46.38 30.85 0.92
C -42.40 32.45 -1.30
C -41.66 31.12 0.76
C -43.72 29.39 -3.43
C -42.93 33.36 1.09
C -47.16 36.47 3.14
C -36.36 30.40 1.49
C -45.41 33.14 1.15
C -44.24 34.03 0.88
C -46.00 32.03 -1.25
C -49.18 34.17 0.47
C -38.11 33.03 -2.74
C -45.28 31.41 5.41
C -40.53 29.58 4.53
C -39.82 27.79 5.79
C -43.32 32.81 5.18
C -44.27 33.11 6.45
C -45.12 29.80 -3.91
C -38.66 28.36 -2.82
C -45.52 27.81 -2.82
C -45.40 31.87 0.18
C -41.27 28.30 4.09
C -45.98 35.83 3.74
C -42.72 32.01 0.11
C -48.29 35.60 3.69
C -39.63 29.27 5.60
C -50.60 32.13 0.92
C -47.66 34.53 4.57
C -49.38 32.89 1.57
C -44.04 31.67 4.55
C -50.09 33.73 -0.63
H -46.37 33.71 1.04
H -44.11 34.85 1.56
H -48.12 33.90 5.19
H -42.02 28.40 3.22
H -40.89 30.40 4.12
H -41.79 30.97 1.87
H -45.89 30.57 1.87
H -42.11 34.03 0.90
H -48.87 32.84 2.50
H -41.57 30.12 0.36
H -43.23 27.30 -2.64
H -45.06 36.04 3.71
H -43.08 32.97 2.07
H -45.29 32.49 -1.91
H -39.47 27.29 6.48
H -38.95 32.32 -2.15
H -42.11 31.65 -1.88
H -46.07 32.34 6.87
H -44.29 34.50 -0.14
H -41.37 33.01 -1.14
H -46.15 31.10 -1.76
H -41.15 26.29 4.92
H -45.57 30.57 -4.67
H -45.39 32.99 2.11
H -46.97 32.75 -1.28
H -42.48 33.28 4.93
H -38.09 28.77 -1.96
H -47.32 31.36 1.25
H -47.17 37.20 2.52
H -36.55 29.35 1.89
H -49.30 35.82 3.82
H -51.22 31.49 1.32
H -36.44 31.24 2.32
H -47.26 29.00 -3.56
H -38.90 29.92 6.17
H -37.90 27.92 -3.58
H -37.30 33.38 -2.11
H -45.68 34.04 5.00
H -42.99 33.19 -1.75
H -45.94 26.96 -2.32
H -39.54 27.84 -2.34
H -46.36 29.96 0.24
H -35.44 30.46 0.95
H -51.69 32.36 -1.06
H -37.45 32.29 -3.30
H -42.81 30.19 -3.68
H -46.09 30.79 5.19
H -48.40 34.85 0.65
H -40.77 31.55 0.74
H -43.78 31.13 3.74
H -44.09 34.00 7.19
H -50.23 34.21 -1.57
```


b) (0.0259 hartree below the next structure)


a) C3H5ClFN in the gas phase, computed with wB97M-V/def2-TZVPD.

Values from the calculation:
Charge = 0
Orbital gap = 10.1 eV
E_HOMO = -9.2 eV

Geometry as XYZ:
```
11
C3H5ClFN | the Open Molecules 2025 dataset | wB97M-V/def2-TZVPD
Cl -3.29 0.33 -0.18
F -0.64 1.52 0.18
N 1.60 0.39 -0.63
C -1.80 -0.40 -0.07
C 0.74 -0.37 0.30
C -0.63 0.19 0.08
H 0.67 -1.36 -0.04
H 0.98 -0.25 1.34
H 2.56 0.06 -0.52
H 1.63 1.34 -0.29
H -1.82 -1.46 -0.17
```


b) C3H5ClFN in the gas phase, computed with wB97M-V/def2-TZVPD.

Values from the calculation:
Charge = 0
Orbital gap = 10.4 eV
E_HOMO = -9.6 eV

Geometry as XYZ:
```
11
C3H5ClFN | the Open Molecules 2025 dataset | wB97M-V/def2-TZVPD
Cl 2.16 0.02 -0.04
F -1.69 -1.33 -0.23
N -1.72 1.36 -0.07
C -0.57 -0.79 0.46
C -0.64 0.78 0.50
C 0.35 0.00 -0.42
H -0.15 1.09 1.51
H -0.15 -1.30 1.28
H -2.54 0.49 -0.06
H 0.21 0.13 -1.50
H -1.68 1.73 -1.16
```


a) (0.0614 hartree below the next structure)


a) 2 unconnected molecules or ions with the total composition C3H5ClFN, computed with wB97M-V/def2-TZVPD.

Values from the calculation:
Charge = 0
Orbital gap = 10.0 eV
E_HOMO = -9.9 eV

Geometry as XYZ:
```
11
C3H5ClFN | the Open Molecules 2025 dataset | wB97M-V/def2-TZVPD
Cl 1.30 -1.65 -2.65
F 1.25 -0.25 -0.30
N -2.50 2.00 0.80
C 0.23 0.55 0.03
C -2.01 0.87 1.19
C -0.53 0.39 1.12
H -0.27 -0.14 2.12
H 1.29 -3.05 -3.27
H 0.04 1.13 -0.93
H -3.55 1.98 0.81
H -2.75 0.10 1.48
```


b) A molecular structure, C3H5ClFN, computed with wB97M-V/def2-TZVPD.

Values from the calculation:
Charge = 0
Orbital gap = 10.4 eV
E_HOMO = -9.7 eV

Geometry as XYZ:
```
11
C3H5ClFN | the Open Molecules 2025 dataset | wB97M-V/def2-TZVPD
Cl -2.43 -0.24 0.01
F -1.10 1.82 -0.16
N 1.23 0.18 -0.21
C -0.80 0.42 0.12
C 0.29 0.06 0.98
C 0.07 -0.24 -1.03
H 0.25 -0.96 1.43
H 1.94 -0.44 -0.24
H 0.57 0.49 2.08
H 0.21 -1.35 -0.87
H -0.22 0.27 -2.12
```


a) (0.0141 hartree below the next structure)